1.
The following is a DFT calculation (ωB97M-V/def2-TZVPD) of a 2-piece molecular cluster, CH5BrN2 overall in a non-equilibrium geometry.

Structure (ORCA input):
```
! RIJCOSX wB97M-V def2-TZVPD def2/J DEFGRID3
* xyz 0 3
C -0.062 -1.181 0.040
N -0.357 2.147 0.014
N 0.740 -0.133 0.608
Br 2.305 0.144 -0.108
H 0.501 -2.008 -0.425
H -0.473 -1.710 0.966
H -0.867 -1.166 -0.773
H -0.625 1.856 -0.972
H -1.163 2.051 0.650
*
```

The value obtained for the LUMO energy (spin up / spin down) is 0.0337 / -0.0483 hartree. The orbital gap (spin up / spin down) comes out at 9.94 / 8.23 eV. Its HOMO energy (spin up / spin down) is -9.024 / -9.544 eV. The calculation puts the relative energy (zero: lowest compared OMol25 entry of this formula, charge and spin) at 1.7210 eV. The calculated total energy is -2724.42413 Ha.



2.
The following is a DFT calculation (ωB97M-V/def2-TZVPD) of one molecule with the formula C17H16Cl2N2O in a non-equilibrium geometry.

Structure (ORCA input):
```
! RIJCOSX wB97M-V def2-TZVPD def2/J DEFGRID3
* xyz 0 1
O -0.975 -3.142 0.559
C -0.958 -1.940 0.511
N 0.138 -1.067 0.698
C 0.163 0.200 0.840
C -0.806 0.806 1.405
C -0.701 2.254 1.798
C 0.415 2.819 1.442
C 1.435 2.224 0.478
C 1.221 0.867 0.267
N 2.273 0.010 -0.281
C 3.528 0.752 -0.411
C 4.204 -0.560 -1.127
C 3.259 -1.239 -1.865
C 1.856 -0.653 -1.400
C -2.397 -1.077 0.314
C -3.551 -1.646 1.306
C -4.688 -1.074 1.142
C -4.947 0.020 0.036
C -3.971 0.238 -0.911
Cl -4.276 1.356 -2.019
C -2.647 -0.273 -0.645
Cl -1.468 -0.015 -1.811
H 0.869 -1.848 0.752
H -1.618 0.519 1.960
H -1.391 3.085 2.038
H 0.602 4.052 1.604
H 2.341 2.808 0.298
H 3.594 1.396 -1.220
H 3.874 0.954 0.691
H 4.643 -1.510 -0.339
H 5.160 -0.317 -1.474
H 3.441 -1.216 -3.090
H 3.283 -2.287 -1.761
H 1.132 -1.479 -1.369
H 1.618 0.061 -2.218
H -3.278 -2.334 2.217
H -5.492 -1.315 1.568
H -5.886 0.571 0.017
*
```

The value obtained for the LUMO energy is 0.0202 hartree. The orbital gap comes out at 9.06 eV. Its HOMO energy is -8.512 eV. The calculation puts the relative energy (zero: lowest compared OMol25 entry of this formula, charge and spin) at 0.0000 eV. As for the SMILES: O=C(Nc1ccccc1N1CCCC1)c1cccc(Cl)c1Cl. The calculated total energy is -1762.22081 Ha.



3.
The following is a DFT calculation (ωB97M-V/def2-TZVPD) of C41H29BrCaN7O2S4 as an isolated structure in a non-equilibrium geometry.

Structure (ORCA input):
```
! RIJCOSX wB97M-V def2-TZVPD def2/J DEFGRID3
* xyz -1 1
Ca 0.983 -0.128 0.424
N 2.651 0.839 -3.485
C 2.104 0.069 -2.507
S 3.152 -0.542 -1.280
N 0.816 -0.240 -2.738
N 0.132 -0.640 -1.648
C -0.970 -1.296 -1.767
C -1.468 -1.817 -3.070
C -1.512 -3.185 -3.313
C -1.944 -3.677 -4.539
C -2.336 -2.798 -5.538
C -2.289 -1.428 -5.306
C -1.855 -0.941 -4.082
C -1.731 -1.536 -0.500
C -2.842 -2.372 -0.463
C -3.468 -2.620 0.746
C -2.997 -2.013 1.896
C -1.922 -1.150 1.769
N -1.307 -0.900 0.613
H 3.559 1.216 -3.280
H 2.013 1.406 -4.018
H -1.196 -3.874 -2.536
H -1.967 -4.745 -4.713
H -2.668 -3.178 -6.497
H -2.586 -0.736 -6.085
H -1.799 0.125 -3.901
H -3.201 -2.827 -1.375
H -4.322 -3.286 0.786
H -3.445 -2.191 2.864
H -1.535 -0.622 2.636
Br -1.455 -9.872 9.438
C -0.871 -8.299 8.551
C -1.317 -8.035 7.265
C -0.891 -6.884 6.620
C -0.022 -5.999 7.251
C 0.397 -6.275 8.544
C -0.016 -7.428 9.200
N 0.443 -4.769 6.668
N 0.342 -4.773 5.428
C 0.742 -3.635 4.736
C 1.203 -2.465 5.331
C 1.554 -1.349 4.596
C 1.441 -1.324 3.187
O 1.691 -0.289 2.494
C 1.016 -2.576 2.540
N 0.986 -2.578 1.176
C 0.612 -3.669 0.556
C 0.217 -4.834 1.240
C 0.237 -4.847 2.603
C 0.660 -3.696 3.310
H -1.997 -8.720 6.777
H -1.235 -6.654 5.620
H 1.062 -5.570 9.030
H 0.321 -7.643 10.205
H 1.274 -2.447 6.412
H 1.903 -0.445 5.079
H 0.620 -3.632 -0.530
H -0.095 -5.706 0.678
H -0.054 -5.726 3.162
O 0.850 1.813 -0.001
C 0.541 3.034 0.516
C 0.341 4.026 -0.643
C 0.211 3.658 -1.946
C 0.045 4.771 -2.827
C 0.063 5.962 -2.167
S 0.293 5.739 -0.487
C -0.738 2.938 1.365
C -0.876 2.281 2.555
C -2.219 2.274 3.032
C -3.072 2.928 2.192
S -2.246 3.552 0.835
C 1.679 3.533 1.411
C 1.689 4.437 2.429
C 2.999 4.658 2.956
C 3.941 3.907 2.319
S 3.253 2.935 1.093
H 0.233 2.614 -2.234
H -0.074 4.685 -3.900
H -0.039 6.957 -2.577
H -0.035 1.817 3.062
H -2.533 1.807 3.957
H -4.136 3.078 2.302
H 0.792 4.919 2.799
H 3.218 5.325 3.780
H 5.000 3.862 2.523
*
```

The value obtained for the LUMO energy is 0.0652 hartree. The orbital gap comes out at 6.72 eV. Its HOMO energy is -4.948 eV. The calculation puts the relative energy (zero: lowest compared OMol25 entry of this formula, charge and spin) at 0.6766 eV. The calculated total energy is -6958.14467 Ha.



4.
The following is a DFT calculation (ωB97M-V/def2-TZVPD) of a 10-piece molecular cluster, C3H26O10 overall in a non-equilibrium geometry.

Structure (ORCA input):
```
! RIJCOSX wB97M-V def2-TZVPD def2/J DEFGRID3
* xyz 0 1
C -1.017 4.619 1.729
C -1.333 4.946 3.160
C -0.043 5.124 3.972
O -2.022 6.123 3.259
H -0.257 3.840 1.786
H -0.569 5.501 1.270
H -1.836 4.288 1.090
H -1.948 4.184 3.638
H -0.254 5.439 4.994
H 0.554 5.952 3.590
H 0.607 4.249 3.997
H -2.571 6.051 4.042
O -1.683 -5.980 -5.945
H -1.507 -6.489 -5.154
H -2.207 -5.239 -5.641
O 3.414 0.933 -3.347
H 2.872 0.209 -3.661
H 3.399 0.848 -2.394
O 1.945 -2.382 4.602
H 0.999 -2.337 4.740
H 2.126 -3.313 4.478
O 3.224 -6.477 -1.315
H 2.690 -5.723 -1.567
H 3.730 -6.685 -2.100
O -3.572 -1.974 -4.100
H -4.245 -1.924 -3.421
H -3.586 -1.112 -4.515
O 0.420 -1.121 -7.457
H 0.783 -1.544 -8.235
H 0.221 -1.844 -6.862
O 0.574 -2.248 -0.896
H -0.281 -2.524 -1.226
H 0.385 -1.837 -0.053
O 4.384 0.822 1.746
H 3.745 0.494 2.378
H 5.098 0.185 1.774
O -3.824 -1.313 3.896
H -4.081 -0.794 3.134
H -4.335 -0.947 4.618
*
```

The value obtained for the LUMO energy is -0.0017 hartree. The orbital gap comes out at 10.13 eV. Its HOMO energy is -10.177 eV. The calculation puts the relative energy (zero: lowest compared OMol25 entry of this formula, charge and spin) at 1.8878 eV. As for the SMILES: CC(C)O.O.O.O.O.O.O.O.O.O. The calculated total energy is -882.23719 Ha.



5.
The following is a DFT calculation (ωB97M-V/def2-TZVPD) of one molecule with the formula C5H10O.

Structure (ORCA input):
```
! RIJCOSX wB97M-V def2-TZVPD def2/J DEFGRID3
* xyz 0 1
C -1.009 -1.274 -2.004
C 0.094 -0.548 -1.251
C -0.268 -0.017 0.117
O -1.383 -0.134 0.576
C 0.813 0.793 0.834
C 0.470 1.017 2.299
H -0.632 -1.599 -2.981
H -1.391 -2.148 -1.469
H -1.843 -0.591 -2.176
H 0.316 0.378 -1.796
H 1.011 -1.152 -1.181
H 0.899 1.759 0.311
H 1.796 0.316 0.714
H 0.404 0.060 2.824
H 1.226 1.634 2.791
H -0.503 1.508 2.392
*
```

The value obtained for the LUMO energy is 0.0347 hartree. The orbital gap comes out at 10.50 eV. Its HOMO energy is -9.552 eV. The calculation puts the relative energy (zero: lowest compared OMol25 entry of this formula, charge and spin) at 0.0614 eV. As for the SMILES: CCC(=O)CC. The calculated total energy is -271.75036 Ha.



6.
The following is a DFT calculation (ωB97M-V/def2-TZVPD) of a 2-piece molecular cluster, C2H2Cl4 overall in a non-equilibrium geometry.

Structure (ORCA input):
```
! RIJCOSX wB97M-V def2-TZVPD def2/J DEFGRID3
* xyz 0 1
C -1.313 -0.225 0.461
C 1.329 -0.163 -0.622
Cl -2.334 0.447 -0.679
Cl -1.196 -1.919 0.745
Cl 2.248 0.542 0.655
Cl 1.415 -1.788 -0.654
H -1.080 0.389 1.268
H 0.374 0.163 -0.720
*
```

The value obtained for the LUMO energy (spin up / spin down) is -0.0197 / -0.0191 hartree. The orbital gap (spin up / spin down) comes out at 8.05 / 8.04 eV. Its HOMO energy (spin up / spin down) is -8.591 / -8.561 eV. The calculation puts the relative energy (zero: lowest compared OMol25 entry of this formula, charge and spin) at 3.6285 eV. The calculated total energy is -1918.02935 Ha.



- Which value of calculated total energy does entry 1 give?
  -2724.42413 Ha